No. 1
23
Properties=species:S:1:pos:R:3 method="wB97M-V/def2-TZVPD" e_above_lowest_kcal_mol=34.34 smiles=CC[C@@H](C)NCO.O
O 0.03461 3.16833 0.60947
O -1.41851 -0.03838 2.77490
N 0.08368 -0.69752 1.07010
C -0.25587 -0.74374 -0.38208
C -0.38361 0.43049 1.82292
C -1.24434 -1.87413 -0.63085
C 1.49464 0.22532 -2.02549
C 1.07343 -0.98169 -1.17878
H 2.20226 0.82200 -1.44552
H 0.38285 0.67232 2.56611
H -1.43998 -2.01706 -1.69426
H 1.04651 -1.88892 -1.78954
H 2.01919 -0.05184 -2.94045
H -2.16804 0.55948 2.77558
H -2.22304 -1.63648 -0.20255
H 0.60167 3.20083 1.38722
H -0.59268 0.24559 -0.68878
H 0.16512 3.99696 0.13900
H -0.27102 -1.54235 1.49529
H 1.83996 -1.20861 -0.43946
H 0.65334 0.85346 -2.31622
H -0.86033 -2.77915 -0.16596
H -0.73985 1.28508 1.25934



No. 2
23
Properties=species:S:1:pos:R:3 method="wB97M-V/def2-TZVPD" e_above_lowest_kcal_mol=42.87 smiles="C/C=C/CNC.O.O"
O 1.41571 -2.15414 1.28752
O 1.52028 -2.36017 -2.68906
N -1.21896 -0.26071 -1.36066
C -2.42208 0.46510 -1.80540
C 1.57692 2.24822 1.88037
C 0.11119 0.79683 0.43246
C 0.51428 1.22147 1.61482
C -0.97464 -0.19117 0.10206
H 0.61869 1.16077 -0.45850
H 2.28275 -1.94203 1.64013
H -3.16376 -0.20402 -2.24330
H -0.68757 -1.19012 0.42708
H 0.97769 -2.73766 1.91233
H -1.43983 -1.23261 -1.51359
H 0.03303 0.84704 2.51584
H 1.31934 -2.68769 -1.80528
H -2.17687 1.17553 -2.58456
H 1.85693 2.22651 2.93402
H -1.87461 0.15285 0.61601
H -2.93163 0.99981 -1.00242
H 2.47743 2.04839 1.29245
H 1.30535 3.28176 1.66122
H 0.88038 -1.66398 -2.85354



No. 3
24
Properties=species:S:1:pos:R:3 method="wB97M-V/def2-TZVPD" e_above_lowest_kcal_mol=0.00 smiles="CCCC(=O)NC.O.O"
O 1.58195 -0.23040 0.19919
O 1.67988 -1.96529 2.45145
O 1.23298 -3.03343 -0.45508
N 0.57196 1.66310 0.82079
C 0.76832 0.66117 -0.06235
C 0.03460 0.68936 -1.38794
C -0.44403 2.69987 0.72050
C -1.62234 -1.12225 -0.69939
C -1.43621 0.28141 -1.26760
H 0.58987 0.00631 -2.02983
H -0.48696 3.10800 -0.28726
H 1.63598 -1.26300 1.77539
H -1.99471 0.99495 -0.66036
H -1.43840 2.33959 0.98937
H 1.20882 -3.26334 0.48225
H -1.89157 0.33799 -2.25970
H -1.16206 -1.87896 -1.33681
H 2.62208 -2.14606 2.53466
H 1.04538 1.61268 1.70689
H -0.18313 3.50724 1.40094
H 0.13857 1.67868 -1.84147
H 1.37706 -2.07242 -0.43042
H -2.67909 -1.38163 -0.64028
H -1.14895 -1.22356 0.27704



No. 4
26
Properties=species:S:1:pos:R:3 method="wB97M-V/def2-TZVPD" charge=+1 e_above_lowest_kcal_mol=7.30
P 1.25305 -1.95015 -1.49726
O 0.77542 -0.63343 -0.54064
O -0.73612 1.48527 2.43404
O 1.72374 -0.92380 -2.74564
O -0.06864 -2.45226 -2.29797
N 1.29271 0.73586 1.76450
C -1.69029 2.16186 3.18300
C 0.52256 1.36423 2.64309
C -2.20264 3.31706 2.38135
C 2.12513 -1.26824 -4.05849
C -0.79704 -3.61636 -2.09927
H -2.61842 2.90270 1.56153
H 2.24524 0.49787 1.92557
H 0.84897 0.32295 0.92881
H 2.06794 -0.33367 -4.53980
H -2.54167 1.62663 3.37343
H -0.05156 -4.38843 -1.79190
H -2.89693 4.05174 2.84074
H -1.49794 -3.90688 -2.80447
H 0.71135 0.14189 -1.08870
H 3.17083 -1.53298 -3.84832
H 1.68949 -2.25967 -4.41147
H -1.47006 -3.57643 -1.07206
H -1.17871 2.51172 4.04169
H -1.42989 3.92567 2.11798
H 0.75346 1.79685 3.60023